No. 1
Density functional theory data (ωB97M-V with the def2-TZVPD basis set) for a structure of composition C42H25Cl8MgN4OS3.

The frontier orbital gap comes out at 6.7 eV. As for the charge: +1. The calculation puts the total energy at -190093.479 eV.

Atoms and positions in Å:
Mg (13.162, 11.350, 5.616)
S (17.798, 7.571, 5.950)
C (19.397, 7.012, 5.888)
C (20.318, 7.952, 5.512)
C (19.724, 9.219, 5.318)
C (18.336, 9.158, 5.448)
C (17.516, 10.333, 5.287)
C (16.132, 10.283, 5.455)
N (15.338, 11.342, 5.460)
C (15.865, 12.602, 5.370)
C (17.309, 12.769, 5.123)
C (17.754, 14.160, 4.942)
C (16.857, 15.207, 5.019)
C (15.427, 15.037, 5.067)
C (14.519, 16.063, 4.890)
C (13.154, 15.755, 4.946)
C (12.755, 14.415, 5.101)
N (13.596, 13.402, 5.095)
C (14.934, 13.734, 5.199)
C (12.135, 16.794, 4.849)
C (12.412, 18.137, 4.696)
C (11.293, 18.933, 5.002)
C (10.227, 18.227, 5.466)
S (10.461, 16.532, 5.217)
C (18.072, 11.643, 5.046)
H (19.568, 5.944, 6.062)
H (21.368, 7.826, 5.383)
H (20.254, 10.126, 5.095)
H (15.655, 9.309, 5.486)
H (18.781, 14.356, 4.655)
H (17.231, 16.202, 5.094)
H (14.890, 17.054, 4.650)
H (11.706, 14.199, 5.165)
H (13.331, 18.569, 4.371)
H (11.224, 19.997, 4.961)
H (9.257, 18.543, 5.855)
H (19.126, 11.808, 4.926)
Cl (9.675, 12.785, 5.634)
C (9.887, 11.068, 5.161)
C (11.174, 10.520, 5.208)
C (11.314, 9.119, 5.040)
Cl (12.923, 8.583, 5.595)
C (10.350, 8.280, 4.417)
Cl (10.795, 6.653, 4.217)
C (9.055, 8.926, 4.231)
Cl (7.730, 8.062, 3.473)
C (8.850, 10.289, 4.561)
Cl (7.247, 10.886, 4.743)
Cl (15.709, 18.066, 13.014)
C (14.546, 17.020, 12.284)
C (14.828, 16.115, 11.235)
C (13.808, 15.386, 10.605)
C (12.433, 15.672, 10.828)
C (11.307, 15.189, 9.924)
C (11.067, 13.672, 9.944)
N (12.145, 12.799, 9.302)
C (13.027, 11.875, 9.924)
C (13.665, 11.240, 8.932)
N (13.302, 11.780, 7.718)
C (12.324, 12.699, 7.995)
O (11.320, 15.600, 8.601)
C (12.057, 16.862, 8.211)
C (11.363, 18.081, 8.723)
C (11.962, 19.289, 9.034)
Cl (13.614, 19.623, 9.169)
S (10.818, 20.555, 9.380)
C (9.506, 19.464, 9.153)
C (9.973, 18.226, 8.858)
C (12.180, 16.637, 11.824)
Cl (10.584, 16.931, 12.413)
C (13.206, 17.260, 12.539)
H (15.841, 15.849, 11.030)
H (14.043, 14.722, 9.813)
H (10.385, 15.584, 10.441)
H (10.131, 13.473, 9.381)
H (10.836, 13.326, 10.986)
H (13.064, 11.720, 11.021)
H (14.345, 10.445, 8.900)
H (11.727, 13.310, 7.347)
H (12.001, 16.822, 7.081)
H (13.117, 16.741, 8.538)
H (8.476, 19.827, 9.348)
H (9.283, 17.384, 8.533)
H (12.893, 17.975, 13.281)

Cartesian forces (eV/Å) of the 2 atoms listed first:
-0.0303 -0.0818 0.6473
0.3705 1.1416 -0.5090

---

No. 2
Density functional theory data (ωB97M-V with the def2-TZVPD basis set) for a structure of composition C42H26AsN8PtS2Se.

The frontier orbital gap comes out at 5.5 eV. As for the charge: +3. The calculation puts the total energy at -206975.119 eV. The calculation puts the energy relative to the best compared isomer or geometry (same formula, charge and spin) at 64.70 kcal per mole.

Atoms and positions in Å:
Pt (-0.847, 0.060, -0.513)
S (-3.808, 6.110, 3.212)
N (-3.722, 4.566, 3.635)
C (-3.162, 3.901, 2.642)
C (-2.908, 2.486, 2.598)
C (-3.310, 1.595, 3.599)
C (-3.029, 0.254, 3.450)
C (-2.348, -0.166, 2.312)
N (-1.975, 0.670, 1.355)
C (-2.249, 1.984, 1.465)
C (-1.893, 2.836, 0.364)
N (-1.294, 2.263, -0.693)
C (-1.034, 2.987, -1.773)
C (-1.350, 4.339, -1.867)
C (-1.926, 4.960, -0.780)
C (-2.204, 4.203, 0.364)
C (-2.822, 4.744, 1.544)
N (-3.144, 6.007, 1.757)
H (-3.845, 1.975, 4.460)
H (-3.339, -0.471, 4.189)
H (-2.112, -1.214, 2.177)
H (-0.561, 2.476, -2.601)
H (-1.142, 4.875, -2.781)
H (-2.179, 6.013, -0.789)
S (-2.089, -2.204, -0.515)
C (-1.452, -3.256, 0.708)
C (-2.129, -4.451, 0.979)
C (-1.605, -5.340, 1.899)
C (-0.397, -5.069, 2.535)
C (0.281, -3.893, 2.256)
C (-0.260, -2.973, 1.366)
As (0.633, -1.306, 1.013)
C (0.761, -0.444, 2.745)
C (1.143, 0.897, 2.794)
C (1.196, 1.559, 4.008)
C (0.855, 0.890, 5.177)
C (0.421, -0.428, 5.123)
C (0.360, -1.094, 3.908)
C (2.334, -1.961, 0.396)
C (2.312, -3.095, -0.419)
C (3.502, -3.601, -0.910)
C (4.704, -2.973, -0.599)
C (4.719, -1.833, 0.195)
C (3.532, -1.312, 0.682)
H (-3.049, -4.667, 0.452)
H (-2.129, -6.262, 2.111)
H (0.019, -5.774, 3.241)
H (1.243, -3.703, 2.719)
H (1.405, 1.422, 1.881)
H (1.499, 2.596, 4.048)
H (0.923, 1.393, 6.132)
H (0.126, -0.946, 6.025)
H (0.024, -2.121, 3.887)
H (1.376, -3.590, -0.652)
H (3.489, -4.483, -1.535)
H (5.631, -3.373, -0.986)
H (5.657, -1.356, 0.444)
H (3.536, -0.427, 1.309)
Se (2.487, 0.276, -7.670)
N (0.923, -0.228, -7.060)
C (0.899, -0.039, -5.764)
C (-0.242, -0.305, -4.920)
C (-1.449, -0.815, -5.412)
C (-2.504, -0.988, -4.543)
C (-2.332, -0.653, -3.204)
N (-1.177, -0.208, -2.725)
C (-0.131, -0.029, -3.550)
C (1.105, 0.469, -2.981)
N (1.152, 0.663, -1.654)
C (2.247, 1.161, -1.098)
C (3.375, 1.502, -1.837)
C (3.356, 1.308, -3.200)
C (2.211, 0.766, -3.794)
C (2.108, 0.507, -5.210)
N (3.061, 0.737, -6.080)
H (-1.518, -1.056, -6.464)
H (-3.454, -1.378, -4.879)
H (-3.151, -0.747, -2.505)
H (2.229, 1.306, -0.026)
H (4.241, 1.915, -1.339)
H (4.197, 1.563, -3.832)

Cartesian forces (eV/Å) of the 2 atoms listed first:
-1.2232 0.2709 1.4600
0.0918 -0.2344 -0.1531

---

No. 3
Density functional theory data (ωB97M-V with the def2-TZVPD basis set) for a cluster of 4 separate species, C42H26NO7 in total.

The frontier orbital gap comes out at 1.0 eV. As for the charge: -1. The calculation puts the total energy at -59797.053 eV.

Atoms and positions in Å:
N (6.594, 2.772, -6.801)
O (6.749, 1.461, -6.467)
H (5.730, 2.796, -7.411)
H (5.958, 1.175, -5.891)
C (3.826, -3.363, -0.703)
C (4.257, -4.688, -0.632)
C (5.029, -5.226, -1.663)
C (5.361, -4.442, -2.774)
C (4.910, -3.125, -2.856)
C (4.150, -2.581, -1.813)
C (5.212, -2.304, -4.046)
O (4.818, -1.146, -4.117)
C (5.987, -2.901, -5.152)
C (6.232, -2.152, -6.311)
C (6.975, -2.704, -7.356)
C (7.484, -3.998, -7.244)
C (7.237, -4.748, -6.093)
C (6.479, -4.201, -5.049)
C (6.193, -5.015, -3.851)
O (6.636, -6.154, -3.753)
H (3.232, -2.940, 0.104)
H (3.994, -5.301, 0.226)
H (5.367, -6.260, -1.598)
H (3.805, -1.549, -1.863)
H (5.841, -1.140, -6.406)
H (7.159, -2.123, -8.257)
H (8.069, -4.426, -8.055)
H (7.633, -5.759, -6.014)
C (0.704, -1.851, -2.250)
C (-0.250, -1.346, -3.132)
C (-1.500, -0.946, -2.655)
C (-1.800, -1.063, -1.292)
C (-0.854, -1.591, -0.414)
C (0.405, -1.975, -0.892)
C (-1.178, -1.765, 1.016)
O (-0.347, -2.225, 1.789)
C (-2.520, -1.384, 1.500)
C (-2.860, -1.598, 2.843)
C (-4.123, -1.228, 3.312)
C (-5.043, -0.638, 2.447)
C (-4.709, -0.429, 1.108)
C (-3.448, -0.812, 0.632)
C (-3.118, -0.620, -0.794)
O (-3.928, -0.106, -1.556)
H (1.681, -2.154, -2.620)
H (-0.022, -1.261, -4.192)
H (-2.238, -0.547, -3.349)
H (1.153, -2.376, -0.210)
H (-2.146, -2.055, 3.526)
H (-4.386, -1.400, 4.353)
H (-6.024, -0.344, 2.813)
H (-5.435, 0.028, 0.437)
C (-1.971, 5.105, 2.281)
C (-2.185, 3.731, 2.168)
C (-3.120, 3.100, 2.990)
C (-3.835, 3.843, 3.938)
C (-3.603, 5.212, 4.068)
C (-2.677, 5.847, 3.229)
C (-4.315, 5.996, 5.097)
O (-4.114, 7.199, 5.209)
C (-5.265, 5.309, 5.994)
C (-5.903, 6.029, 7.012)
C (-6.813, 5.389, 7.857)
C (-7.094, 4.034, 7.682)
C (-6.455, 3.313, 6.672)
C (-5.531, 3.950, 5.833)
C (-4.834, 3.170, 4.791)
O (-5.077, 1.978, 4.640)
H (-1.249, 5.598, 1.634)
H (-1.626, 3.151, 1.438)
H (-3.285, 2.029, 2.893)
H (-2.501, 6.917, 3.316)
H (-5.692, 7.087, 7.154)
H (-7.304, 5.949, 8.650)
H (-7.808, 3.537, 8.335)
H (-6.676, 2.255, 6.545)

Cartesian forces (eV/Å) of the 2 atoms listed first:
-1.0652 2.9869 -1.2274
-1.2608 -3.5845 1.6754

---

No. 4
Density functional theory data (ωB97M-V with the def2-TZVPD basis set) for a structure of composition C42H30BrClN3O4PRu.

The frontier orbital gap (spin up / spin down) comes out at 6.5 / 5.4 eV. As for the spin multiplicity: 5. As for the charge: +2. The calculation puts the total energy at -151118.442 eV. The calculation puts the energy relative to the best compared isomer or geometry (same formula, charge and spin) at 96.58 kcal per mole.

Atoms and positions in Å:
Ru (0.202, -0.382, -0.359)
Cl (5.613, 4.132, 0.559)
C (4.758, 2.631, 0.955)
C (4.814, 0.813, -0.353)
C (3.993, -0.395, -0.106)
C (2.849, -0.013, 0.750)
O (1.661, -0.810, 0.688)
C (2.794, 1.791, 2.034)
C (1.507, 1.956, 2.757)
N (0.490, 1.566, 2.124)
C (-0.821, 1.671, 2.584)
C (-1.229, 2.687, 3.413)
C (-2.559, 2.793, 3.841)
C (-3.461, 1.849, 3.450)
C (-3.074, 0.794, 2.592)
C (-3.985, -0.236, 2.282)
C (-3.561, -1.288, 1.532)
C (-2.274, -1.245, 0.990)
N (-1.393, -0.267, 1.179)
C (-1.752, 0.727, 2.083)
C (3.899, 2.757, 2.152)
H (5.400, 0.770, -1.269)
H (4.333, -1.413, -0.231)
H (1.492, 2.313, 3.790)
H (-0.505, 3.428, 3.729)
H (-2.854, 3.603, 4.493)
H (-4.486, 1.879, 3.799)
H (-4.992, -0.190, 2.676)
H (-4.192, -2.136, 1.310)
H (-1.963, -2.064, 0.365)
H (4.199, 3.262, 3.059)
O (1.968, -2.097, -1.984)
N (1.540, -0.789, -1.905)
C (1.992, -0.099, -2.874)
C (1.805, 1.324, -3.092)
C (2.130, 1.757, -4.376)
C (2.041, 3.095, -4.723)
C (1.646, 4.011, -3.768)
C (1.328, 3.589, -2.480)
C (1.398, 2.247, -2.113)
P (1.001, 1.812, -0.375)
C (2.611, 1.515, 0.501)
C (3.881, 2.043, -0.182)
C (5.681, 1.345, 0.873)
C (5.715, 0.476, 2.089)
C (4.632, -0.012, 2.689)
C (3.227, 0.253, 2.252)
C (0.008, 3.232, 0.104)
C (0.564, 4.321, 0.772)
C (-0.234, 5.412, 1.075)
C (-1.581, 5.412, 0.721)
C (-2.129, 4.327, 0.054)
C (-1.333, 3.233, -0.265)
H (1.612, -2.553, -1.210)
H (2.589, -0.646, -3.598)
H (2.455, 1.032, -5.112)
H (2.288, 3.414, -5.727)
H (1.584, 5.064, -4.010)
H (1.025, 4.336, -1.762)
H (3.720, 2.686, -1.043)
H (6.682, 1.621, 0.555)
H (6.689, 0.228, 2.496)
H (4.754, -0.636, 3.566)
H (2.518, -0.256, 2.902)
H (1.615, 4.328, 1.046)
H (0.194, 6.267, 1.581)
H (-2.200, 6.266, 0.961)
H (-3.173, 4.331, -0.227)
H (-1.758, 2.391, -0.802)
Br (-2.812, -6.156, -4.168)
C (-2.820, -4.275, -4.028)
C (-3.582, -3.518, -4.909)
C (-3.593, -2.132, -4.813)
C (-2.843, -1.496, -3.840)
C (-2.081, -2.267, -2.961)
C (-2.065, -3.660, -3.049)
C (-1.283, -1.628, -1.929)
O (-1.248, -0.343, -1.787)
O (-0.579, -2.276, -1.086)
H (-4.168, -4.014, -5.671)
H (-4.191, -1.556, -5.505)
H (-2.842, -0.418, -3.753)
H (-1.468, -4.245, -2.363)

Cartesian forces (eV/Å) of the 2 atoms listed first:
0.0656 -0.5659 0.1767
-0.0016 -0.0004 -0.0012